{"formula": "ClLi2", "method": "the ωB97M-V functional and the def2-TZVPD basis", "species": ["Li", "Li", "Cl"], "positions_angstrom": [[-16.315509, 9.295398, 11.414584], [-13.755954, 10.797764, 11.764654], [-15.459648, 10.344013, 13.413298]], "forces_ev_per_angstrom": [[-0.35, 0.11, 1.03], [-0.13, 0.24, 1.06], [0.49, -0.34, -2.09]], "lumo_ev": -5.6, "total_charge": 1, "energy_ev": -12928.08714, "relative_energy_kcal_mol": 16.49, "homo_ev": -14.60, "homo_lumo_gap_ev": 9.03}